1.
Density functional theory data (the ωB97M-V functional and the def2-TZVPD basis) for the ion C7H13N2O3S with charge +1.

Geometry as ORCA input:
```
! wB97M-V def2-TZVPD RIJCOSX def2/J DEFGRID3
* xyz 1 1
S 2.13 0.17 0.22
H 0.27 3.70 -0.31
H -3.74 -0.68 0.16
H -0.10 -1.95 1.86
H 0.17 -3.51 1.19
C -1.76 0.11 -0.12
O 2.91 0.83 1.20
C -3.11 -0.17 -0.67
H -0.08 3.29 1.38
H 2.11 0.47 -2.00
C 0.49 0.39 0.23
O 2.29 -1.28 0.19
O -1.47 1.40 0.13
H -1.40 -2.72 -0.35
C -0.65 -0.70 -0.17
H 2.82 1.75 -1.12
C -0.50 -2.13 -0.28
N 2.70 0.75 -1.20
H -2.88 -0.85 -1.48
N 0.24 -2.53 0.99
H 1.22 -2.17 0.68
H 0.13 -2.45 -1.18
C -0.14 1.57 0.34
H 1.51 3.04 0.81
C 0.43 2.92 0.57
H -3.60 0.76 -1.07
*
```

Results
SMILES string = Cc1oc(C)c(S(N)(=O)=O)c1C[NH3+]
relative energy (zero: lowest compared OMol25 entry of this formula, charge and spin) = 73.0 kcal per mole
LUMO energy = -2.97 eV
Kohn-Sham gap = 10.11 eV

natural (NBO) atomic charge list, values in e, 4 entries: S 2.3555; H 0.2604; H 0.2501; H 0.4444

=====

2.
Density functional theory data (the ωB97M-V functional and the def2-TZVPD basis) for a structure of composition C3H4CaO2.

Geometry as ORCA input:
```
! wB97M-V def2-TZVPD RIJCOSX def2/J DEFGRID3
* xyz 0 1
C 0.36 -1.45 0.18
C -0.19 1.60 -0.04
O -1.02 0.46 -0.46
H -0.48 2.40 -0.74
O 1.59 -0.98 -0.07
H 0.27 -2.30 0.87
C -0.86 -0.77 0.06
Ca 1.89 0.93 -0.08
H -0.98 -1.80 -0.66
H -0.58 1.91 0.95
*
```

Results
relative energy (zero: lowest compared OMol25 entry of this formula, charge and spin) = 54.9 kcal per mole
LUMO energy = -0.99 eV
Kohn-Sham gap = 5.42 eV

Mulliken atomic charge list, values in e, 4 entries: C 0.2404; C -1.1708; O -0.2311; H 0.2588

=====

3.
Density functional theory data (the ωB97M-V functional and the def2-TZVPD basis) for a cluster of 13 separate species, C3H32NO12 in total.

Geometry as ORCA input:
```
! wB97M-V def2-TZVPD RIJCOSX def2/J DEFGRID3
* xyz 1 1
O 0.35 -3.72 -1.20
H 0.53 -2.79 0.74
H 2.83 -2.74 -1.18
H 1.72 -3.10 1.60
H -1.54 2.07 -2.57
H 0.60 0.31 -3.68
C 2.68 0.34 0.44
H 0.00 3.68 -1.85
O 0.37 4.04 -0.95
O -3.04 1.45 1.47
H -0.76 -1.59 -2.13
H 3.23 1.14 -0.13
H 3.82 -2.27 0.23
H -4.00 -1.36 -0.20
H -2.36 -1.74 -2.06
H -0.89 2.20 -4.00
H 2.73 3.25 2.24
H 1.16 0.87 1.79
H -0.52 -0.32 3.54
O -3.01 -1.38 -0.19
H 0.57 0.25 0.09
O -0.72 2.22 -3.06
H -0.06 0.78 -2.29
H 1.96 -0.42 -1.42
H -0.66 -3.73 -1.25
O -1.47 1.69 -0.96
H -2.64 -1.80 0.63
H -1.06 0.12 4.70
O 0.46 0.05 -2.73
H 3.17 -0.09 1.46
H 1.39 3.88 1.51
H -1.96 -2.93 2.12
H -2.75 1.70 2.40
N 2.56 -0.77 -0.61
H 1.26 4.41 -1.23
H -2.54 -1.78 2.90
H 0.52 -3.51 -2.13
O -1.36 0.07 3.79
H -0.75 2.37 -0.52
H -1.63 0.96 -0.41
O -1.46 -2.11 -2.36
O 1.30 -2.47 1.13
C 1.26 0.90 0.70
O 2.34 3.87 1.63
C 3.05 -1.99 -0.43
H -3.35 0.57 1.81
H 1.37 1.85 0.35
O -2.72 -2.44 2.26
*
```

Results
relative energy (zero: lowest compared OMol25 entry of this formula, charge and spin) = 76.9 kcal per mole
LUMO energy = -3.73 eV
Kohn-Sham gap = 9.55 eV

natural (NBO) atomic charge list, values in e, 4 entries: O -0.9963; H 0.5018; H 0.2271; H 0.4756

=====

4.
Density functional theory data (the ωB97M-V functional and the def2-TZVPD basis) for the molecule C5H11N.

Geometry as ORCA input:
```
! wB97M-V def2-TZVPD RIJCOSX def2/J DEFGRID3
* xyz 0 1
H 1.30 0.89 2.02
H -1.02 1.13 -0.82
H 0.92 -1.72 -2.64
H -1.19 0.84 2.28
H -0.66 -1.24 -1.95
H 0.27 -2.55 -1.20
H -1.19 2.35 1.39
C -1.08 0.52 0.06
C 0.27 -0.21 0.29
C 0.35 -1.55 -1.71
H 1.96 -0.78 -0.67
C -0.83 1.33 1.35
C 0.65 1.00 1.15
H 0.09 -1.12 0.88
N 1.03 -0.52 -0.91
H 1.13 1.70 0.47
H -1.98 -0.08 0.02
*
```

Results
SMILES string = CNC1CCC1
relative energy (zero: lowest compared OMol25 entry of this formula, charge and spin) = 25.6 kcal per mole
LUMO energy = 1.27 eV
Kohn-Sham gap = 10.04 eV

natural (NBO) atomic charge list, values in e, 4 entries: H 0.2001; H 0.2097; H 0.2021; H 0.1966

=====

5.
Density functional theory data (the ωB97M-V functional and the def2-TZVPD basis) for a cluster of 2 separate species, C5H14NP in total.

Geometry as ORCA input:
```
! wB97M-V def2-TZVPD RIJCOSX def2/J DEFGRID3
* xyz 0 1
H 0.84 -2.83 1.56
H 2.42 0.48 1.63
H -1.78 -0.31 2.42
H 0.83 0.32 -3.10
C -1.04 0.45 1.91
P 0.37 -0.58 1.07
H 0.98 2.61 -2.20
H 0.09 2.27 -0.82
H 1.47 0.46 -1.62
H -0.83 1.16 2.68
C -0.41 -0.44 -1.36
H -0.76 -2.85 0.53
H -0.09 -1.38 -1.41
N 1.91 -0.41 1.45
C -0.10 -2.34 1.38
H -0.87 2.29 -2.22
C 0.52 0.56 -2.08
H -1.42 -0.24 -1.36
C 0.09 2.04 -1.81
H -1.59 0.91 1.10
H -0.61 -2.17 2.27
*
```

Results
relative energy (zero: lowest compared OMol25 entry of this formula, charge and spin) = 65.1 kcal per mole
LUMO energy = 0.66 eV
Kohn-Sham gap = 8.29 eV

natural (NBO) atomic charge list, values in e, 4 entries: H 0.2600; H 0.3964; H 0.2263; H 0.2073

=====

6.
Density functional theory data (the ωB97M-V functional and the def2-TZVPD basis) for a cluster of 2 separate species, C4H13N2O in total.

Geometry as ORCA input:
```
! wB97M-V def2-TZVPD RIJCOSX def2/J DEFGRID3
* xyz 0 2
H -0.55 0.55 -2.14
H -0.90 -1.78 1.99
H 1.23 -0.19 0.92
C 1.19 0.77 -0.87
O -0.05 -3.38 3.28
H 0.77 1.45 -2.83
H -1.00 2.63 -0.61
H 0.50 3.30 -1.19
H -1.04 -0.92 -0.90
N 0.56 -0.02 0.19
C 0.18 1.32 -1.92
C -0.35 2.69 -1.49
H -0.51 -3.23 4.10
H 0.84 -3.66 3.55
H -1.81 -2.21 0.72
H 2.04 0.19 -1.23
H -0.95 3.13 -2.29
N -1.18 -1.50 1.07
C -0.53 -0.81 0.05
H 1.56 1.68 -0.39
*
```

Results
relative energy (zero: lowest compared OMol25 entry of this formula, charge and spin) = 14.3 kcal per mole
LUMO energy (alpha / beta) = 0.71 / 0.69 eV
Kohn-Sham gap (alpha / beta) = 4.75 / 9.12 eV

natural (NBO) atomic charge list, values in e, 4 entries: H 0.2087; H 0.3978; H 0.3686; C -0.1970

=====

7.
Density functional theory data (the ωB97M-V functional and the def2-TZVPD basis) for a cluster of 7 separate species, C11H35BN12O5 in total.

Geometry as ORCA input:
```
! wB97M-V def2-TZVPD RIJCOSX def2/J DEFGRID3
* xyz 1 2
C -2.25 0.24 3.05
H 1.48 -4.11 1.56
H -1.75 1.85 -1.46
H -0.96 2.65 0.44
H 1.91 -4.30 4.08
H 2.11 -2.62 4.26
H -3.51 -1.99 -2.03
H -3.23 1.90 -2.37
N -0.18 3.65 -1.30
H -0.39 -1.97 1.44
H -2.73 -0.38 -1.78
N 2.06 -0.05 0.52
H -6.46 1.27 -2.67
H 3.10 -3.64 2.04
B -2.37 1.55 -0.62
H 0.00 0.48 0.26
H -2.05 2.06 3.74
C 0.55 -1.48 1.23
H 0.13 3.33 1.72
H 1.97 1.74 -0.45
C -5.81 2.92 0.68
N -2.37 1.52 2.95
C 1.58 -3.36 3.65
H -4.35 1.59 0.29
C 2.69 1.15 0.12
H -0.88 -0.11 -2.39
H -2.97 2.42 -3.96
N -5.46 1.37 -2.59
N -4.99 3.74 0.04
H -1.90 0.78 -0.04
H 2.89 1.67 1.06
H -2.46 2.41 0.02
O 1.07 4.92 0.09
C -1.57 -1.93 -1.99
H -5.85 1.00 1.09
N -2.73 -1.36 -2.00
H -2.47 -1.49 1.93
H -3.30 1.20 -1.03
C 2.05 -3.38 2.13
H -0.75 2.82 -1.31
O -5.14 1.65 -4.79
H 0.51 -3.27 3.84
O -1.97 -0.22 4.15
H -2.55 1.96 2.06
C 2.65 -1.16 0.98
H -5.48 4.47 -0.45
C -4.81 1.74 -3.64
N -3.64 2.18 -3.25
N -0.20 3.23 0.77
C 0.70 -0.27 0.59
H -5.03 1.61 -1.71
N -0.67 -1.10 -2.42
H 3.71 -1.25 1.12
N 1.76 -2.10 1.45
H 3.55 1.08 -0.54
O -1.35 -3.11 -1.84
N -2.58 -0.49 2.01
H 0.26 -1.49 -2.50
C 0.30 4.03 -0.14
H -2.77 -0.05 1.12
O -6.93 3.18 0.96
H -0.02 4.23 -2.11
H -4.14 3.26 -0.20
N -5.26 1.72 0.72
*
```

Results
LUMO energy (alpha / beta) = -2.66 / -8.90 eV
Kohn-Sham gap (alpha / beta) = 9.25 / 3.00 eV

natural (NBO) atomic charge list, values in e, 4 entries: C 0.7407; H 0.2321; H -0.0277; H 0.4033

=====

8.
Density functional theory data (the ωB97M-V functional and the def2-TZVPD basis) for a cluster of 10 separate species, C29H65F9N4O11S3 in total.

Geometry as ORCA input:
```
! wB97M-V def2-TZVPD RIJCOSX def2/J DEFGRID3
* xyz 0 1
C 2.28 1.91 -0.61
H -0.21 2.43 7.68
H -0.41 1.34 0.81
H 2.44 1.86 1.45
N 0.34 3.44 -2.94
C -1.67 -1.00 -2.28
H -2.52 -6.56 -3.19
H 1.25 -2.21 -2.38
C 3.19 -1.42 -1.84
H 0.68 0.53 3.21
F -4.12 0.50 -2.16
C 3.25 -1.76 3.02
F -5.63 -0.68 -1.01
H -2.08 -1.01 -3.28
O -1.14 3.01 -0.11
S 3.71 -3.09 -1.37
C 3.50 -2.22 1.58
F -5.73 1.51 -1.08
C 0.60 0.39 5.15
H 0.98 0.95 6.00
H 5.22 -4.38 0.69
H 2.33 4.59 -2.79
C -0.77 5.17 -5.84
H -4.70 -7.14 2.12
F -3.74 -2.10 -2.13
C 3.11 9.60 -2.03
N 0.59 -1.31 0.46
H 2.21 -1.63 -3.69
H -1.10 0.96 -2.92
C 0.79 1.76 -0.96
H 5.33 -5.77 1.80
N 2.64 1.29 0.65
H 0.74 3.33 9.59
H 4.34 -5.83 0.35
H -1.73 4.87 -5.41
F -3.94 -1.67 0.60
C -3.32 -0.80 -0.21
H 1.00 -0.63 5.19
H -1.36 -9.47 0.33
H -0.06 1.77 9.90
H -1.02 2.69 2.80
S 1.24 -4.46 -0.55
H 2.94 9.66 -3.11
H 0.28 -7.90 -0.11
O -1.45 -5.50 -1.75
C 4.69 -5.19 1.15
H -0.49 0.35 5.21
C -0.39 -9.72 -0.11
C -2.42 -6.48 -2.10
F -5.16 0.49 0.81
O 0.58 -8.74 0.24
C -1.12 0.41 -1.99
H -0.84 -1.69 -2.32
C -5.99 5.48 1.35
C -0.03 2.20 0.26
H 4.01 -1.02 -2.42
C 3.09 5.82 -4.09
H 4.27 8.04 -2.10
H -3.39 -6.23 -1.67
H 1.99 0.71 -2.94
H 2.94 1.53 -1.37
C 0.55 2.72 -2.04
H -5.16 -7.20 0.40
H -6.99 5.88 1.51
H -5.72 4.84 2.20
H 3.07 -0.78 -0.97
H 3.10 -1.48 0.91
H -2.90 -6.75 0.70
F -3.68 1.68 -0.31
C -1.91 2.68 2.19
H 3.59 0.96 0.66
H 2.56 -2.40 3.55
O 2.78 5.43 -2.75
H -6.01 4.87 0.43
H 3.18 10.61 -1.63
H -4.86 -8.70 1.29
O -3.17 -7.67 0.80
H 4.57 -2.26 1.39
H -1.43 5.41 -7.65
H 2.80 -0.77 2.99
O 1.02 1.05 3.95
H 3.60 6.78 -4.05
H 0.62 2.75 0.93
H 1.70 1.84 9.67
H 0.02 4.59 -5.37
C 0.48 -0.58 -0.44
H 3.75 5.08 -4.56
C 0.35 0.37 -1.52
H -4.22 6.20 1.06
H -0.60 6.23 -5.64
F -2.19 -2.71 -0.78
H -2.80 2.95 2.74
C 2.56 -3.66 -0.08
N 2.82 -3.48 1.28
C -4.55 -7.66 1.17
H -0.49 -9.80 -1.19
O 4.34 8.93 -1.75
H 2.27 9.08 -1.55
C 1.22 -0.03 -2.74
O 0.62 2.05 7.95
H 4.18 -1.65 3.54
C 1.91 -1.40 -2.67
H 2.18 5.92 -4.68
S -4.63 0.47 -0.68
C -1.74 3.56 0.99
H -0.06 -10.68 0.29
C 3.48 -4.64 1.91
H 2.76 -5.42 2.11
C -2.73 -1.62 -1.38
C 0.75 2.27 9.36
H -2.10 -7.44 -1.71
H 3.83 -4.30 2.87
O -2.13 4.72 0.97
H 0.61 -0.05 -3.63
H -1.75 -4.66 -2.09
O -0.73 4.90 -7.24
H -1.70 1.01 -1.31
F -2.37 -0.23 0.54
H 2.47 2.98 -0.55
H -2.04 1.65 1.88
O -5.09 6.57 1.21
*
```

Results
SMILES string = CCN(CC)C(=S)SCCC[C@](C#N)(CCC(F)(F)C(F)(F)S(F)(F)(F)(F)F)[C@](C#N)(CN)COC(C)=O.CO.CO.CO.CO.CO.CO.CO.CO.CO
LUMO energy = -0.25 eV
Kohn-Sham gap = 7.85 eV

Mulliken atomic charge list, values in e, 4 entries: C -1.5547; H 0.2685; H 0.0305; H 0.2803